Entry 1:
Formula: C63H149CrFN9O16Y
Source: the Open Molecules 2025 dataset
Level of theory: ωB97M-V with the def2-TZVPD basis set

Each line ends with the Mulliken spin population.
Element x y z (Å)
Cr -2.232 0.821 -1.754  3.850
Y 1.633 2.196 -1.156  -0.004
C 1.444 3.700 -5.670  0.000
C 2.897 3.126 -5.657  0.000
C 3.779 4.190 -6.242  0.000
C 5.313 3.954 -6.291  0.000
C 5.789 3.816 -4.834  0.000
C 5.017 2.713 -4.010  0.000
N 3.485 2.927 -4.252  0.001
O 2.574 2.290 -3.440  0.000
C 5.464 2.991 -2.509  0.000
C 5.546 1.398 -4.534  0.000
C 3.071 1.917 -6.609  0.000
H 1.182 4.094 -4.687  0.000
H 0.630 2.975 -5.661  0.000
H 1.275 4.416 -6.474  0.000
H 3.697 5.166 -5.763  0.000
H 3.412 4.364 -7.254  0.000
H 5.727 4.884 -6.679  0.000
H 5.696 3.061 -6.785  0.000
H 5.591 4.749 -4.307  0.000
H 6.874 3.708 -4.836  0.000
H 6.533 3.197 -2.457  0.000
H 5.295 2.106 -1.896  0.000
H 4.926 3.871 -2.156  0.000
H 5.183 1.113 -5.522  0.000
H 5.152 0.628 -3.872  0.000
H 6.632 1.452 -4.453  0.000
H 3.934 1.975 -7.271  0.000
H 2.262 1.789 -7.328  0.000
H 3.030 0.944 -6.120  0.000
C -5.125 -0.995 1.498  -0.008
C -5.084 -1.908 0.239  0.002
C -6.319 -2.855 0.526  -0.001
C -6.860 -3.509 -0.761  0.001
C -7.111 -2.440 -1.922  -0.002
C -5.712 -1.810 -2.257  0.004
N -5.142 -1.196 -1.004  0.036
O -4.097 -0.312 -1.316  -0.001
C -6.215 -0.756 -3.311  -0.002
C -4.769 -2.759 -3.022  -0.001
C -3.718 -2.775 0.208  0.002
H -5.229 -1.551 2.430  0.000
H -5.915 -0.245 1.549  0.000
H -4.186 -0.443 1.480  0.004
H -7.133 -2.428 1.111  0.000
H -6.024 -3.641 1.221  0.001
H -7.819 -3.988 -0.566  0.000
H -6.185 -4.303 -1.084  0.000
H -7.855 -1.668 -1.728  0.001
H -7.577 -3.025 -2.714  0.000
H -7.036 -1.083 -3.950  0.000
H -5.443 -0.401 -3.994  0.003
H -6.647 0.107 -2.803  0.000
H -5.236 -3.494 -3.677  0.000
H -4.165 -3.270 -2.271  0.000
H -4.145 -2.065 -3.585  -0.007
H -3.876 -3.795 -0.141  0.000
H -3.655 -3.141 1.233  0.000
H -2.743 -2.444 -0.151  0.002
C 5.036 0.524 2.352  0.000
C 4.195 1.715 2.797  0.000
C 4.794 2.394 4.131  0.000
C 6.247 2.907 3.942  0.000
C 6.075 4.012 2.886  0.000
C 5.445 3.627 1.486  0.000
N 4.248 2.863 1.793  0.000
O 3.260 2.749 0.788  0.001
C 6.638 2.919 0.753  0.000
C 5.079 5.009 0.872  0.000
C 2.779 1.211 3.237  0.000
H 6.103 0.736 2.283  0.000
H 4.572 0.327 1.386  0.000
H 4.897 -0.372 2.957  0.000
H 4.618 1.776 5.012  0.000
H 4.138 3.227 4.383  0.000
H 7.066 2.235 3.685  0.000
H 6.621 3.442 4.814  0.000
H 7.110 4.302 2.709  0.000
H 5.723 4.983 3.235  0.000
H 6.252 2.101 0.144  0.000
H 7.403 2.443 1.365  0.000
H 7.134 3.643 0.107  0.000
H 4.229 5.515 1.330  0.000
H 4.745 4.634 -0.095  0.000
H 5.988 5.604 0.786  0.000
H 2.224 0.779 2.404  -0.001
H 2.142 2.041 3.545  0.000
H 3.004 0.472 4.006  0.000
C 0.010 -1.022 1.680  0.006
C -0.293 -0.055 0.587  0.002
O 0.645 0.677 0.255  0.030
O -1.403 0.082 0.083  -0.005
H 0.062 -0.567 2.670  0.002
H 0.869 -1.616 1.368  0.001
H -0.821 -1.679 1.936  -0.003
F -0.376 1.868 -2.179  0.002
C -4.591 3.492 -4.215  0.001
C -3.488 2.967 -3.292  0.029
C -3.928 3.222 -1.847  0.017
O -3.032 2.617 -0.961  -0.022
C -3.501 2.700 0.406  0.015
N -3.333 1.551 -3.488  -0.029
H -5.473 2.856 -4.155  0.000
H -4.269 3.441 -5.255  0.000
H -4.892 4.453 -3.797  0.000
H -2.570 3.493 -3.553  -0.030
H -4.945 2.843 -1.736  -0.009
H -3.924 4.290 -1.632  0.003
H -2.638 2.504 1.043  0.001
H -4.038 1.785 0.660  -0.004
H -3.903 3.666 0.711  0.004
H -2.763 1.397 -4.307  0.017
H -4.251 1.176 -3.681  0.030
C -1.805 -4.459 7.289  0.000
C -3.211 -4.386 6.752  0.000
C -3.262 -3.467 5.474  0.000
O -2.984 -2.131 5.883  0.000
C -3.438 -1.098 5.037  0.000
N -3.667 -5.731 6.609  0.000
H -1.574 -5.328 7.904  0.000
H -1.611 -3.709 8.055  0.000
H -1.094 -4.526 6.465  0.000
H -3.730 -3.908 7.582  0.000
H -4.194 -3.667 4.946  0.000
H -2.600 -3.943 4.750  0.000
H -4.492 -0.851 5.166  0.000
H -3.122 -1.408 4.041  0.000
H -2.994 -0.156 5.358  0.000
H -4.676 -5.688 6.583  0.000
H -3.265 -6.198 5.809  0.000
C 3.417 -1.184 -2.881  0.001
C 2.780 -0.815 -1.535  0.005
C 2.972 -1.861 -0.438  -0.001
O 4.330 -2.199 -0.230  0.000
C 4.527 -3.335 0.511  0.000
N 3.260 0.512 -1.151  0.000
H 4.492 -1.358 -2.845  0.000
H 3.306 -0.234 -3.404  0.000
H 2.935 -2.027 -3.376  0.000
H 1.704 -0.843 -1.708  0.003
H 2.471 -2.745 -0.834  0.000
H 2.591 -1.432 0.489  0.000
H 5.549 -3.692 0.385  0.000
H 3.812 -4.144 0.358  0.000
H 4.353 -3.058 1.551  0.000
H 3.951 0.568 -1.886  0.000
H 3.842 0.441 -0.329  0.000
C 0.313 -1.093 -4.503  0.004
C -1.183 -0.659 -4.596  0.059
C -1.931 -1.408 -5.756  -0.001
O -3.171 -0.816 -5.951  0.000
C -4.077 -1.430 -6.912  0.000
N -1.851 -0.814 -3.311  -0.015
H 0.951 -0.722 -5.305  -0.001
H 0.482 -2.161 -4.638  0.000
H 0.678 -0.797 -3.519  0.003
H -1.342 0.384 -4.868  0.005
H -1.985 -2.490 -5.635  -0.001
H -1.200 -1.192 -6.536  -0.001
H -4.057 -2.507 -7.076  0.000
H -3.677 -1.071 -7.861  0.000
H -5.044 -0.938 -6.808  0.000
H -1.475 -1.574 -2.763  -0.048
H -2.670 -1.312 -3.629  -0.006
C -6.108 -6.505 3.273  0.000
O -4.781 -6.856 3.109  0.000
C -4.277 -6.820 1.733  0.000
C -2.977 -7.641 1.635  0.000
N -1.874 -7.068 2.517  0.000
C -1.480 -5.627 2.368  0.000
C -0.372 -5.106 3.305  0.000
O 0.966 -5.456 2.986  0.000
C 2.007 -5.013 3.932  0.000
H -6.310 -6.602 4.340  0.000
H -6.818 -7.005 2.614  0.000
H -6.190 -5.435 3.083  0.000
H -4.003 -5.808 1.432  0.000
H -5.039 -7.147 1.025  0.000
H -2.725 -7.667 0.575  0.000
H -3.216 -8.677 1.877  0.000
H -2.285 -7.091 3.439  0.000
H -2.456 -5.146 2.429  0.000
H -1.188 -5.454 1.332  0.000
H -0.640 -5.276 4.348  0.000
H -0.362 -4.030 3.134  0.000
H 2.118 -5.711 4.762  0.000
H 1.902 -3.988 4.287  0.000
H 2.976 -5.104 3.442  0.000
C 2.944 7.162 -4.174  0.000
O 2.140 6.346 -3.274  0.000
C 2.123 6.779 -1.868  0.000
C 2.236 5.446 -1.150  0.000
N 1.254 4.520 -1.713  0.003
C -0.184 4.912 -1.414  0.000
C -0.362 4.705 0.137  -0.002
O 0.304 3.491 0.512  0.009
C 0.095 3.416 1.899  -0.001
H 2.650 7.049 -5.218  0.000
H 4.031 7.091 -4.155  0.000
H 2.819 8.198 -3.860  0.000
H 1.230 7.381 -1.702  0.000
H 2.955 7.477 -1.766  0.000
H 2.209 5.478 -0.061  0.000
H 3.207 5.030 -1.419  0.000
H 1.425 4.817 -2.663  -0.001
H -0.947 4.381 -1.984  0.004
H -0.460 5.878 -1.839  0.000
H -1.390 4.612 0.487  0.001
H -0.020 5.552 0.733  0.000
H 0.571 2.462 2.122  0.001
H -0.915 3.317 2.296  0.000
H 0.673 4.119 2.499  0.000
C 0.664 2.664 6.225  0.000
C -0.842 2.463 5.945  0.000
O -1.708 3.170 6.765  0.000
H 1.251 1.920 5.687  0.000
H 0.898 2.633 7.289  0.000
H 1.071 3.628 5.919  0.000
H -1.013 1.391 6.037  0.000
H -0.988 2.593 4.872  0.000
H -1.652 2.788 7.644  0.000
C -0.043 -4.395 -2.667  0.001
C -0.345 -3.808 -1.200  0.000
O -0.488 -2.437 -1.402  0.041
H 0.982 -4.063 -2.831  0.000
H -0.692 -3.998 -3.448  -0.001
H -0.097 -5.481 -2.590  0.000
H 0.496 -3.929 -0.517  0.000
H -1.092 -4.448 -0.730  0.000
H -1.079 -2.030 -0.764  -0.003
C 0.712 -1.845 6.513  0.000
C 1.368 -1.936 7.893  0.000
O 2.014 -0.809 8.138  0.000
H 0.273 -0.849 6.570  0.000
H -0.024 -2.634 6.357  0.000
H 1.467 -1.943 5.733  0.000
H 1.994 -2.826 7.835  0.000
H 0.640 -2.025 8.700  0.000
H 2.739 -0.822 8.767  0.000

The calculation puts the HOMO energy (alpha / beta) at -5.41 / -5.41 eV. Its total energy is -5368.70767 a.u. As for the multiplicity: 5. For the HOMO-LUMO gap (alpha / beta), the calculation gives 5.65 / 5.65 eV.

=====

Entry 2:
Formula: C30H23F11N4O5STi
Source: the Open Molecules 2025 dataset
Level of theory: ωB97M-V with the def2-TZVPD basis set

Each line ends with the natural charge from an NBO analysis.
Element x y z (Å)
Ti -0.576 -0.742 -0.065  1.741
F -4.197 -0.501 6.168  -0.280
C -3.882 -0.613 4.883  0.280
C -2.676 -1.167 4.499  0.256
F -1.822 -1.610 5.421  -0.285
C -2.363 -1.269 3.157  0.369
F -1.180 -1.801 2.850  -0.295
C -3.229 -0.860 2.142  -0.321
S -2.957 -1.054 0.423  -0.120
C -4.435 -0.303 2.574  0.379
F -5.314 0.128 1.665  -0.302
C -4.760 -0.173 3.909  0.250
F -5.919 0.377 4.269  -0.285
C 4.819 -1.946 1.719  -0.594
C 3.626 -1.002 1.908  -0.431
C 3.580 0.142 0.914  -0.033
C 4.551 1.126 1.060  -0.201
C 4.518 2.293 0.324  -0.193
C 3.470 2.504 -0.553  -0.201
C 2.488 1.543 -0.755  -0.037
C 1.377 1.870 -1.724  -0.420
C 1.876 2.198 -3.133  -0.594
C 2.561 0.330 -0.046  0.187
N 1.584 -0.693 -0.227  -0.610
C 2.004 -1.919 -0.358  0.179
C 1.105 -2.979 -0.160  0.028
C 1.263 -4.358 -0.063  -0.201
C 0.021 -4.871 0.323  -0.312
C -0.846 -3.792 0.442  0.047
N -0.203 -2.643 0.154  -0.632
H 4.795 -2.733 2.473  0.216
H 5.759 -1.404 1.820  0.208
H 4.815 -2.419 0.735  0.193
H 3.705 -0.553 2.900  0.225
H 2.700 -1.573 1.901  0.216
H 5.332 0.977 1.797  0.211
H 5.282 3.047 0.456  0.218
H 3.409 3.442 -1.092  0.211
H 0.838 2.738 -1.336  0.214
H 0.678 1.044 -1.786  0.209
H 2.544 3.059 -3.122  0.210
H 1.035 2.446 -3.783  0.201
H 2.415 1.354 -3.563  0.214
H 3.047 -2.127 -0.580  0.211
H 2.176 -4.909 -0.224  0.228
H -0.229 -5.904 0.500  0.231
H -1.892 -3.792 0.704  0.231
O -0.758 4.815 2.400  -0.670
C -1.652 4.928 1.434  0.781
O -2.242 5.955 1.214  -0.582
C -1.907 3.722 0.591  -0.246
C -2.794 3.719 -0.459  0.029
N -2.743 2.493 -1.011  -0.301
N -1.893 1.684 -0.392  -0.220
C -1.378 2.405 0.591  0.010
C -0.429 1.712 1.507  0.806
O 0.156 2.311 2.386  -0.584
O -0.320 0.429 1.289  -0.751
H -0.361 3.913 2.456  0.510
H -3.435 4.507 -0.818  0.249
H -3.314 2.138 -1.759  0.419
C -1.553 0.270 -3.869  -0.620
C -1.202 -0.987 -3.083  0.109
O -0.944 -0.679 -1.749  -0.753
C 0.065 -1.641 -3.697  0.965
F 1.146 -0.916 -3.355  -0.316
F 0.019 -1.682 -5.030  -0.308
F 0.258 -2.886 -3.255  -0.302
C -2.389 -1.984 -3.169  0.972
F -2.280 -2.984 -2.299  -0.292
F -2.479 -2.511 -4.397  -0.314
F -3.542 -1.348 -2.911  -0.313
H -0.718 0.966 -3.819  0.236
H -2.431 0.721 -3.415  0.222
H -1.768 0.026 -4.907  0.245

The relative energy (zero: lowest compared OMol25 entry of this formula, charge and spin) comes out at 0.000 eV. The calculation puts the HOMO energy at -8.36 eV. Its total energy is -4098.60786 a.u. For the HOMO-LUMO gap, the calculation gives 7.18 eV.